# 1
The following is a DFT calculation (wB97M-V/def2-TZVPD) of 2 unconnected molecules or ions with the total composition C3HBrF2.

Element x y z (Å)
C 0.008 0.092 0.032
C -1.159 -0.064 -0.159
C -4.234 -0.841 0.023
F -4.335 -1.547 1.130
F -4.371 -1.608 -1.042
Br -5.159 0.777 -0.011
H 1.046 0.265 0.151

- Gap between HOMO and LUMO (alpha / beta): 6.03 / 6.03 eV
- LUMO energy (alpha / beta): -3.28 / -3.28 eV
- Energy relative to the best compared isomer or geometry (same formula, charge and spin): 5.6669 eV

=====

# 2
The following is a DFT calculation (wB97M-V/def2-TZVPD) of C5H12N2 in the gas phase.

Element x y z (Å)
C -2.321 1.627 -1.081
C -1.021 1.691 -0.788
C -0.470 1.618 0.601
C 0.656 0.499 0.524
N 0.049 -0.798 0.729
C 0.921 -1.943 0.676
N 1.906 -2.006 -0.481
H -2.612 1.534 -2.127
H -3.122 1.498 -0.355
H -0.431 1.967 -1.654
H 0.049 2.521 0.918
H -1.113 1.208 1.369
H 1.131 0.430 -0.463
H 1.398 0.822 1.260
H -0.692 -0.979 0.065
H 1.625 -1.753 1.511
H 0.412 -2.873 0.913
H 1.253 -2.167 -1.254
H 2.381 -2.897 -0.364

- Gap between HOMO and LUMO: 9.99 eV
- SMILES: C=CCCNCN
- LUMO energy: 1.11 eV
- Energy relative to the best compared isomer or geometry (same formula, charge and spin): 1.9823 eV

=====

# 3
The following is a DFT calculation (wB97M-V/def2-TZVPD) of a molecular structure, C3H11N4.

Element x y z (Å)
C 1.297 0.293 -0.805
C 0.489 1.440 -0.209
C 0.546 -0.425 1.352
N 0.981 -0.867 0.051
N -0.541 0.868 0.705
N -1.575 -0.863 -0.653
N -1.684 0.387 0.277
H 0.973 0.087 -1.772
H 2.343 0.434 -0.809
H 1.067 2.154 0.395
H -0.078 2.016 -0.920
H -0.338 -0.987 1.719
H 1.232 0.006 2.146
H 1.818 -1.413 0.043
H -1.499 -0.543 -1.667
H -2.269 -1.614 -0.518
H -0.360 -1.197 -0.311
H -2.403 0.226 0.977

- Gap between HOMO and LUMO: 10.36 eV
- LUMO energy: -3.11 eV
- Total charge: +1
- Energy relative to the best compared isomer or geometry (same formula, charge and spin): 4.9429 eV

=====

# 4
The following is a DFT calculation (wB97M-V/def2-TZVPD) of a molecular structure, C12H22Si.

Element x y z (Å)
C -2.383 -1.348 1.394
C -0.739 2.092 1.659
C 0.733 -1.416 -2.390
C -2.062 -0.917 0.194
C -0.424 1.969 0.381
C 0.831 -0.212 -1.788
C -3.085 -0.672 -0.857
C -0.012 3.027 -0.657
C 1.549 0.904 -2.435
C 2.248 -0.162 1.749
C 1.070 -2.322 1.262
C 0.895 -0.827 1.439
Si 0.059 0.109 -0.032
H -1.611 -1.516 2.170
H -3.375 -1.587 1.544
H -0.777 1.273 2.309
H -1.074 3.007 2.035
H 0.425 -2.325 -1.744
H 1.173 -1.834 -3.405
H -3.157 0.484 -1.028
H -4.026 -1.022 -0.405
H -2.938 -1.004 -1.901
H -0.487 3.964 -0.368
H -0.246 2.643 -1.623
H 1.103 3.020 -0.604
H 2.288 0.582 -3.242
H 2.055 1.682 -1.822
H 0.945 1.447 -3.116
H 2.872 -0.493 1.023
H 2.035 0.932 1.727
H 2.504 -0.329 2.761
H 1.519 -2.887 2.061
H 1.746 -2.624 0.394
H 0.168 -2.839 0.981
H 0.178 -0.800 2.331

- Gap between HOMO and LUMO: 9.13 eV
- LUMO energy: 0.78 eV
- Energy relative to the best compared isomer or geometry (same formula, charge and spin): 2.7198 eV